[1]
Formula: C5H7N
Source: the OMol25 dataset
Level of theory: ωB97M-V with the def2-TZVPD basis set

Geometry as XYZ:
```
13
Properties=species:S:1:pos:R:3:mulliken_charge:R:1
C 1.9129 0.0350 0.1644 -0.872
C 0.6470 0.0441 0.5819 0.390
C -0.2893 1.1953 0.5702 -0.377
C -1.3697 0.7675 -0.0856 -0.446
C -1.1121 -0.6681 -0.4900 -0.406
N -0.1928 -1.1000 0.5725 -0.502
H 2.3995 -0.9044 -0.0832 0.230
H -0.4990 -0.6030 -1.4176 0.271
H 2.4538 0.9541 -0.0164 0.271
H -0.0620 2.1953 0.9201 0.406
H -2.2376 1.3379 -0.3919 0.384
H -1.9756 -1.3205 -0.6345 0.362
H 0.3248 -1.9332 0.3100 0.288
```

Computed properties:
highest occupied orbital energy: -0.308 Ha
M: 81.12 Da
DFT total energy: -6786.8041 eV
structure (SMILES): C=C1C=CCN1
HOMO-LUMO gap: 9.497 eV
spin multiplicity: 1

[2]
Formula: C5H11NO
Source: the OMol25 dataset
Level of theory: ωB97M-V with the def2-TZVPD basis set

Geometry as XYZ:
```
18
Properties=species:S:1:pos:R:3:mulliken_charge:R:1
C -2.4763 0.1287 -0.6205 -1.508
C -1.0294 -0.2364 -0.3502 -0.320
C -0.6651 -0.3877 1.1314 -0.376
N 0.7946 -0.4334 1.0552 -0.144
C 1.2732 0.3619 0.0842 0.694
O 0.9491 1.6543 -0.0461 -0.458
C 2.5913 0.0314 -0.5344 -1.229
H -2.6405 0.2847 -1.6940 0.349
H -3.2097 -0.6325 -0.2971 0.335
H -2.7585 1.0655 -0.1157 0.295
H -0.7875 -1.1893 -0.8452 0.092
H -0.0206 1.5890 -0.1725 0.451
H -0.9826 0.4825 1.7234 0.212
H -1.0062 -1.2800 1.6916 0.379
H 1.2263 -1.3449 1.1140 0.305
H 2.4485 -0.0446 -1.6158 0.276
H 3.0095 -0.9060 -0.1609 0.328
H 3.2840 0.8568 -0.3474 0.322
```

Computed properties:
highest occupied orbital energy (spin up / spin down): -0.237 / -0.237 Ha
M: 101.15 Da
DFT total energy: -8897.6126 eV
HOMO-LUMO gap (spin up / spin down): 7.128 / 7.131 eV
spin multiplicity: 1

[3]
Formula: C28H38N3O7P2SScSi
Source: the OMol25 dataset
Level of theory: ωB97M-V with the def2-TZVPD basis set

Geometry as XYZ:
```
81
Properties=species:S:1:pos:R:3:mulliken_charge:R:1
Sc 0.0113 -0.2967 0.2366 -0.190
C 2.5123 2.6216 1.9330 -1.081
C 2.9121 2.6703 0.4924 1.773
C 4.1950 3.0454 0.1103 -1.114
C 4.5406 3.1366 -1.2268 -1.120
C 3.6067 2.8410 -2.2070 -1.185
C 2.3137 2.4577 -1.8685 1.126
C 1.2963 2.1400 -2.9243 -1.122
C 1.9976 2.3867 -0.5126 -1.229
N 0.6401 2.0432 -0.1734 1.405
C -0.1933 3.0025 -0.1322 1.201
C 0.1441 4.4545 -0.2777 -1.901
C -1.6518 2.6310 0.0090 0.483
C -2.6512 3.7420 0.1139 -1.974
N -1.9207 1.3887 -0.0214 1.372
C -3.3077 1.0150 -0.0437 -1.678
C -4.0709 1.0264 1.1186 2.170
C -3.4994 1.3601 2.4647 -1.427
C -5.4096 0.6643 1.0090 -0.673
C -5.9526 0.2897 -0.2076 -1.017
C -5.1620 0.2748 -1.3457 -1.191
C -3.8228 0.6408 -1.2844 1.314
C -2.9505 0.6289 -2.5055 -1.231
H 3.3785 2.4462 2.5699 0.501
H 1.7911 1.8262 2.1166 -0.340
H 2.0513 3.5612 2.2518 0.308
H 4.9286 3.2625 0.8773 0.475
H 5.5436 3.4304 -1.5070 0.396
H 3.8763 2.9020 -3.2537 0.421
H 1.7578 2.1654 -3.9102 0.503
H 0.4747 2.8627 -2.9324 0.219
H 0.8561 1.1522 -2.7762 0.037
H 1.2167 4.6195 -0.3226 0.443
H -0.2748 5.0161 0.5579 0.425
H -0.3104 4.8549 -1.1860 0.411
H -2.4888 4.2892 1.0452 0.354
H -3.6703 3.3669 0.1010 0.410
H -2.5209 4.4561 -0.6993 0.474
H -2.4366 1.5969 2.4290 -0.032
H -3.6102 0.5047 3.1338 0.048
H -4.0235 2.2062 2.9139 0.537
H -6.0228 0.6544 1.9015 0.452
H -6.9917 -0.0037 -0.2700 0.432
H -5.5830 -0.0227 -2.2972 0.419
H -3.5099 0.2693 -3.3677 0.474
H -2.0767 -0.0133 -2.3729 0.166
H -2.5816 1.6296 -2.7465 0.226
O 4.1014 -0.0492 -0.8960 -0.412
P 3.1804 -1.1180 -0.1543 0.737
O 3.9406 -2.0392 0.6879 -0.783
O 2.0297 -0.2824 0.4260 0.163
O 2.4882 -1.8695 -1.4404 -0.402
P 0.9191 -2.1868 -1.4029 0.590
O 0.7138 -3.2304 -2.5586 -0.509
O 0.1378 -0.9131 -1.7416 -0.285
O 0.5550 -2.5672 -0.0067 -0.327
H 5.0273 -0.3263 -0.8898 0.280
H 1.3069 -3.9937 -2.5146 0.325
C -3.3566 -3.6415 5.6866 -1.200
Si -3.1654 -3.1907 3.8766 0.262
C -2.9710 -4.7685 2.8938 -1.074
C -4.6810 -2.2239 3.3436 -0.850
C -1.6573 -2.0710 3.7148 0.318
C -0.8442 -1.8173 4.8010 0.225
C 0.3005 -1.0127 4.7073 -1.494
C 0.5721 -0.4407 3.4900 -0.371
N -0.2412 -0.6046 2.4360 0.308
C -1.3050 -1.4330 2.4984 0.343
S -2.1562 -1.6361 1.0133 -0.620
H -4.2603 -4.2390 5.8134 0.315
H -3.4627 -2.7591 6.3196 0.316
H -2.5213 -4.2326 6.0618 0.341
H -3.8615 -5.3923 2.9881 0.350
H -2.1194 -5.3403 3.2677 0.337
H -2.8006 -4.5644 1.8401 0.317
H -5.5671 -2.8571 3.4175 0.487
H -4.6027 -1.8655 2.3193 0.118
H -4.8336 -1.3656 4.0030 0.288
H -1.0707 -2.2752 5.7573 0.407
H 0.9610 -0.8602 5.5474 0.419
H 1.4576 0.1576 3.3205 0.608
```

Computed properties:
highest occupied orbital energy: -0.268 Ha
M: 695.68 Da
DFT total energy: -106461.5917 eV
HOMO-LUMO gap: 6.445 eV
spin multiplicity: 1